[1]
A structure of composition C52H50N3NiO2P3S2, computed with wB97M-V/def2-TZVPD.

Output
* orbital gap (alpha / beta): 7.644 / 6.698 eV
* spin multiplicity: 3
* HOMO (alpha / beta): -12.440 / -12.487 eV
* ⟨S²⟩: 2.0120
* total charge: +2
* energy: -153867.0176 eV
* relative energy (zero: lowest compared OMol25 entry of this formula, charge and spin): 2.1388 eV
* LUMO energy (alpha / beta): -4.80 / -5.79 eV

Geometry (Å):
Ni  -1.312  -1.268  0.236
S  -2.685  0.492  0.039
S  1.025  -1.971  0.038
P  1.784  7.135  -0.521
P  -1.158  -1.729  -2.143
P  -0.658  -0.648  2.453
O  2.534  6.717  0.692
O  1.433  -3.127  -0.795
N  -5.372  0.365  0.291
N  -4.179  -1.634  0.584
N  -2.893  -2.325  0.860
C  0.918  -0.427  4.635
C  -2.453  0.230  -3.606
C  -1.835  3.804  2.784
C  -2.442  1.474  3.047
C  2.810  1.497  -2.357
C  2.069  -1.551  2.720
C  2.061  -0.638  5.441
C  1.339  -0.320  -5.155
C  -3.156  -2.535  5.067
C  -2.899  -3.872  4.822
C  -4.508  0.018  -4.883
C  3.235  1.456  -4.843
C  0.934  -0.878  3.274
C  -2.526  -1.155  -3.225
C  1.384  -0.455  -0.851
C  -1.142  1.106  2.838
C  3.178  -1.271  4.950
C  -1.128  -6.232  -3.242
C  -2.512  -1.544  4.353
C  4.559  -1.340  5.466
C  -0.550  3.428  2.479
C  2.146  0.535  -4.403
C  2.105  8.722  -1.296
C  -1.089  -3.240  3.337
C  -0.030  7.094  -0.479
C  -0.192  2.072  2.565
C  2.776  1.525  -0.975
C  3.667  2.211  -3.466
C  -2.173  -5.702  -2.504
C  0.224  -1.018  -3.034
C  5.430  -1.923  4.309
C  4.526  -2.074  3.148
C  3.245  -1.686  3.576
C  -0.078  -5.424  -3.723
C  -4.157  -0.258  0.360
C  3.558  -2.523  1.024
C  -2.815  2.818  2.970
C  -3.472  0.779  -4.385
C  2.007  0.609  -0.228
C  -0.030  -4.107  -3.362
C  -3.583  -1.915  -3.749
C  -1.547  -1.890  3.417
C  2.312  -1.892  1.344
C  -1.030  -3.502  -2.550
C  1.185  -0.375  -2.232
C  1.973  0.531  -2.982
C  -2.129  -4.327  -2.182
C  4.672  -2.560  1.871
C  0.335  -1.047  -4.445
C  -4.585  -1.347  -4.577
C  2.322  5.942  -1.856
C  -1.849  -4.266  3.967
H  2.067  0.604  0.848
H  -2.654  -0.454  4.642
H  1.358  -0.195  -6.267
H  4.135  0.950  -5.218
H  -2.869  -2.621  1.846
H  5.814  -2.870  4.677
H  -1.305  -7.229  -3.675
H  -0.331  -1.682  -4.986
H  -2.951  -3.181  0.283
H  3.587  -2.940  0.012
H  -2.975  -3.882  -1.682
H  -3.145  0.646  3.105
H  -0.409  7.741  -1.305
H  -0.330  6.056  -0.647
H  6.301  -1.250  4.187
H  1.315  9.364  -0.944
H  0.870  1.897  2.507
H  4.676  -2.078  6.277
H  -3.404  1.797  -4.710
H  -3.532  -4.667  5.250
H  2.955  2.163  -5.620
H  -1.496  -5.303  3.824
H  -3.629  -3.015  -3.547
H  4.885  -0.328  5.774
H  0.725  -5.836  -4.322
H  -5.381  1.329  -0.154
H  -2.065  4.836  2.764
H  -5.214  0.442  -5.559
H  2.068  -0.141  6.429
H  1.637  5.926  -2.650
H  0.076  0.200  5.013
H  -5.016  -2.203  0.582
H  0.889  -3.502  -3.554
H  2.360  4.950  -1.434
H  -3.877  3.050  3.078
H  -1.529  0.868  -3.406
H  1.936  8.472  -2.349
H  5.590  -3.001  1.481
H  3.408  3.270  -3.485
H  3.374  6.145  -2.145
H  3.272  2.368  -0.453
H  -3.873  -2.257  5.871
H  -3.022  -6.290  -2.200
H  4.713  2.109  -3.171
H  -0.148  -3.491  2.824
H  -5.301  -2.017  -5.061
H  0.251  4.085  2.175
H  -6.232  0.053  0.768
H  -0.278  7.448  0.534
H  3.128  9.104  -1.112

Löwdin atomic charge list, values in e, 99 entries: 0.023, 0.808, 0.883, 0.516, 1.052, 1.051, -0.389, -0.427, 0.111, 0.002, 0.009, -0.034, -0.101, -0.050, -0.169, -0.099, -0.138, -0.006, 0.024, -0.076, -0.070, -0.071, -0.070, -0.304, -0.341, -0.324, -0.397, -0.139, -0.060, -0.101, -0.102, -0.045, -0.142, -0.182, -0.081, -0.185, -0.089, -0.001, -0.040, -0.066, -0.327, -0.093, -0.141, -0.051, -0.054, -0.734, -0.020, -0.047, -0.083, -0.041, -0.088, -0.074, -0.408, -0.268, -0.333, -0.183, -0.069, -0.129, 0.012, -0.034, -0.051, -0.184, -0.045, 0.097, 0.123, 0.139, 0.128, 0.080, 0.126, 0.121, 0.113, 0.106, 0.115, 0.070, 0.081, 0.064, 0.040, 0.140, 0.040, 0.103, 0.135, 0.104, 0.122, 0.118, 0.122, 0.101, 0.140, 0.116, 0.148, 0.102, 0.104, 0.133, 0.018, 0.128, 0.155, 0.120, 0.014, 0.116, 0.132

[2]
A structure of composition C52H51N5O9P2SY, computed with wB97M-V/def2-TZVPD.

Output
* orbital gap: 4.091 eV
* HOMO: -2.599 eV
* total charge: -1
* energy: -111091.5434 eV
* relative energy (zero: lowest compared OMol25 entry of this formula, charge and spin): 0.1831 eV
* LUMO energy: 1.49 eV

Geometry (Å):
Y  -0.877  0.255  1.599
S  1.215  3.080  -4.953
P  -0.638  -3.058  0.076
P  -1.644  -3.039  2.889
O  -4.935  1.217  2.747
O  -2.929  5.625  -0.390
O  -2.378  5.540  -2.472
O  -0.816  2.494  5.394
O  -3.103  0.233  1.921
O  0.910  1.686  -5.215
O  -1.297  -1.724  0.216
O  0.878  4.052  -5.968
O  -0.830  -1.784  3.021
N  -1.582  2.859  -2.153
N  -1.750  1.700  -0.275
N  -2.494  5.043  -1.364
N  0.958  0.384  3.270
N  -1.416  1.711  3.301
C  -0.874  -4.066  1.594
C  1.027  0.804  0.304
C  6.407  1.019  -2.400
C  2.936  3.214  -4.547
C  5.272  0.223  -2.262
C  -2.528  -4.905  4.775
C  3.052  -3.048  -1.642
C  -1.388  -3.987  -1.270
C  -0.558  2.016  4.286
C  3.263  -2.204  0.604
C  4.111  0.717  -1.700
C  1.914  -2.422  0.814
C  3.832  -2.526  -0.622
C  -1.055  -5.315  -1.533
C  -2.391  -5.648  5.939
C  2.736  2.546  -0.741
C  2.904  4.986  -1.433
C  3.796  2.867  -5.752
C  -6.039  -2.339  1.956
C  -0.277  -4.583  6.376
C  -1.061  3.157  -3.491
C  1.847  1.581  -0.191
C  0.893  1.708  3.913
C  -2.233  2.947  -0.040
C  -1.354  1.677  -1.542
C  1.126  -2.958  -0.206
C  2.296  3.922  -0.719
C  -5.311  -3.185  1.132
C  5.179  2.831  -1.365
C  -3.376  -2.847  2.514
C  -5.444  -1.746  3.060
C  -1.267  -5.487  6.737
C  -0.409  -3.840  5.214
C  3.998  2.060  -1.255
C  -2.631  -5.342  -3.346
C  -2.346  -3.341  -2.044
C  -2.819  1.935  3.584
C  -0.804  0.501  -2.264
C  1.695  -3.258  -1.441
C  -3.976  -3.436  1.405
C  -2.114  3.687  -1.181
C  6.341  2.324  -1.926
C  0.514  5.520  -0.154
C  -3.717  1.075  2.687
C  -1.676  -5.990  -2.571
C  -4.115  -2.006  3.343
C  1.077  4.260  -0.072
C  2.324  6.241  -1.521
C  -1.534  -4.001  4.408
C  1.121  6.536  -0.886
C  -2.965  -4.022  -3.084
C  0.424  3.508  -3.416
H  5.204  3.834  -0.964
H  -3.115  -5.870  -4.157
H  3.240  0.075  -1.605
H  -5.992  -1.039  3.666
H  -3.169  -6.343  6.229
H  -7.072  -2.117  1.722
H  0.567  3.488  0.493
H  -2.625  3.255  0.915
H  4.846  2.966  -5.479
H  -1.416  -7.020  -2.778
H  5.294  -0.802  -2.621
H  0.261  0.625  -2.460
H  7.312  0.630  -2.850
H  3.084  4.239  -4.206
H  1.518  1.785  4.803
H  -1.191  2.257  -4.090
H  4.886  -2.344  -0.786
H  1.457  -2.139  1.757
H  -0.913  -0.376  -1.631
H  -1.329  0.348  -3.208
H  3.108  2.544  -3.702
H  0.932  2.901  -2.660
H  0.673  7.518  -0.958
H  -0.303  -5.818  -0.936
H  3.493  -3.267  -2.606
H  0.605  4.557  -3.186
H  -1.439  -4.974  1.377
H  -0.423  5.712  0.364
H  3.620  1.839  -6.069
H  0.835  -0.350  3.958
H  -3.637  -1.508  4.179
H  -3.413  -4.074  0.735
H  1.080  -3.628  -2.251
H  1.837  0.262  2.778
H  -3.414  -5.011  4.161
H  3.868  -1.753  1.379
H  -3.115  2.982  3.444
H  7.217  2.963  -1.979
H  3.822  4.820  -1.976
H  0.592  -4.448  7.006
H  3.584  3.533  -6.588
H  -5.775  -3.632  0.262
H  -3.709  -3.518  -3.687
H  -1.639  3.956  -3.935
H  -2.606  -2.315  -1.815
H  -3.067  1.711  4.628
H  -1.166  -6.062  7.648
H  0.346  -3.115  4.935
H  2.828  7.005  -2.104
H  1.230  2.445  3.180
H  0.097  -4.361  1.998

Löwdin atomic charge list, values in e, 99 entries: 1.385, 0.649, 0.757, 0.753, 0.003, 0.077, 0.072, -0.009, -0.188, -0.328, -0.406, -0.320, -0.402, 0.074, 0.057, -0.346, -0.069, -0.090, -0.265, -0.149, -0.142, -0.293, -0.130, -0.067, -0.069, -0.299, -0.573, -0.056, -0.062, -0.090, -0.080, -0.090, -0.078, -0.232, -0.085, -0.108, -0.055, -0.074, -0.117, -0.213, -0.162, -0.010, -0.309, -0.275, -0.203, -0.069, -0.064, -0.301, -0.060, -0.081, -0.067, -0.208, -0.077, -0.058, -0.158, 0.007, -0.064, -0.078, -0.149, -0.122, -0.115, -0.656, -0.078, -0.073, -0.055, -0.125, -0.268, -0.129, -0.063, -0.193, 0.093, 0.104, 0.088, 0.111, 0.104, 0.108, 0.082, 0.128, 0.076, 0.104, 0.081, 0.085, 0.079, 0.100, 0.109, 0.106, 0.103, 0.089, 0.044, 0.091, 0.092, 0.093, 0.087, 0.115, 0.107, 0.111, 0.073, 0.092, 0.076

| no. | maximum force (eV/Å) |
| --- | --- |
| 1 | 2.8 |
| 2 | 0.6 |